# 1
ORCA calculation (ωB97M-V/def2-TZVPD) on one molecule with the formula C22H25FN2O5S.

## Properties
energy relative to the best compared isomer or geometry (same formula, charge and spin): 120.5 kJ/mol
LUMO: 0.564 eV
orbital gap: 8.836 eV
HOMO: -8.272 eV
DFT total energy: -49990.052 eV
SMILES string: CC1(C)Cc2cccc(OCC(=O)N3CCN(S(=O)(=O)c4ccc(F)cc4)CC3)c2O1

Geometry as ORCA input:
```
! wB97M-V def2-TZVPD RIJCOSX def2/J DEFGRID3
* xyz 0 1
C -5.4078 -1.5204 1.1162
C -4.0068 -1.4097 0.5272
C -3.8762 -0.1673 -0.3555
C -3.5620 -2.6838 -0.2291
C -2.1813 -2.9114 0.3115
C -1.2053 -3.8058 -0.0663
C -0.0146 -3.8178 0.6476
C 0.1835 -2.9428 1.6985
C -0.7952 -2.0260 2.0874
O -0.4798 -1.2147 3.1466
C -1.2256 -0.0299 3.3385
C -1.1570 0.9911 2.1980
O -2.1656 1.5613 1.8256
N 0.0503 1.2524 1.6533
C 1.3413 0.7418 2.0570
C 1.9874 0.0105 0.8746
N 2.0774 0.8726 -0.2867
S 3.3549 1.9672 -0.2692
O 2.9545 3.2695 0.1887
O 4.4538 1.3262 0.3875
C 3.6975 2.0648 -2.0242
C 3.5023 3.2515 -2.7047
C 3.7773 3.3143 -4.0605
C 4.2450 2.1736 -4.6917
F 4.5143 2.2256 -6.0074
C 4.4470 0.9797 -4.0163
C 4.1671 0.9320 -2.6624
C 0.8040 1.4577 -0.6530
C 0.1414 2.1674 0.5316
C -1.9946 -2.0362 1.3825
O -3.0810 -1.2611 1.6234
H -5.6457 -0.6114 1.6619
H -6.1369 -1.6622 0.3230
H -5.4593 -2.3618 1.8037
H -3.9295 0.7216 0.2681
H -4.6676 -0.1425 -1.0997
H -2.9109 -0.1684 -0.8590
H -4.2099 -3.5334 0.0027
H -3.5719 -2.5335 -1.3085
H -1.3664 -4.4814 -0.8919
H 0.7680 -4.5104 0.3795
H 1.1085 -2.9502 2.2538
H -0.8137 0.4229 4.2466
H -2.2864 -0.2466 3.4979
H 1.2488 0.0701 2.9067
H 1.9815 1.5915 2.3288
H 3.0034 -0.2920 1.1266
H 1.3960 -0.8693 0.6014
H 3.1464 4.1119 -2.1602
H 3.6401 4.2228 -4.6248
H 4.8183 0.1193 -4.5498
H 4.3151 0.0328 -2.0873
H 0.9845 2.1648 -1.4639
H 0.1607 0.6498 -1.0173
H -0.8693 2.4917 0.2787
H 0.7503 3.0319 0.8143
*
```

=====

# 2
ORCA calculation (ωB97M-V/def2-TZVPD) on one molecule with the formula C22H25FN4O.

## Properties
energy relative to the best compared isomer or geometry (same formula, charge and spin): 230.2 kJ/mol
LUMO: 0.790 eV
orbital gap: 9.116 eV
HOMO: -8.326 eV
DFT total energy: -33944.236 eV
SMILES string: CN(CCN1CCc2ccccc2C1)Cc1nc(Cc2ccccc2F)no1

Geometry as ORCA input:
```
! wB97M-V def2-TZVPD RIJCOSX def2/J DEFGRID3
* xyz 0 1
C -0.2653 3.1305 -0.3941
N 0.9582 2.9263 0.3587
C 1.1244 1.5439 0.7839
C 0.1893 1.1845 1.9441
N -1.1831 0.9539 1.5207
C -2.1551 1.1504 2.5796
C -2.0021 0.1536 3.7345
C -1.8008 -1.2503 3.2295
C -1.9052 -2.3255 4.1046
C -1.6947 -3.6192 3.6681
C -1.3675 -3.8537 2.3424
C -1.2583 -2.7913 1.4661
C -1.4751 -1.4886 1.8975
C -1.3888 -0.3475 0.9125
C 2.1267 3.4355 -0.3403
C 2.5529 2.5270 -1.4427
N 1.8461 2.1100 -2.4507
C 2.6465 1.1641 -3.0252
C 2.2087 0.3320 -4.1743
C 1.2060 -0.6723 -3.6607
C -0.0290 -0.2604 -3.1744
C -0.9364 -1.1724 -2.6662
C -0.6235 -2.5216 -2.6333
C 0.5988 -2.9576 -3.1117
C 1.4936 -2.0297 -3.6143
F 2.6790 -2.4744 -4.0850
N 3.7827 1.0223 -2.4073
O 3.7360 1.9040 -1.3693
H -0.4292 4.2010 -0.5120
H -0.2235 2.6632 -1.3852
H -1.0845 2.6948 0.1712
H 0.9716 0.8396 -0.0495
H 2.1514 1.4267 1.1408
H 0.6090 0.3052 2.4586
H 0.1920 2.0265 2.6392
H -3.1462 1.0372 2.1298
H -2.0657 2.1750 2.9498
H -1.1383 0.4317 4.3473
H -2.8828 0.1947 4.3793
H -2.1566 -2.1381 5.1393
H -1.7828 -4.4440 4.3597
H -1.1958 -4.8620 1.9954
H -0.9978 -2.9641 0.4310
H -2.3312 -0.2994 0.3506
H -0.5931 -0.5409 0.1902
H 2.9587 3.5261 0.3640
H 1.8845 4.4225 -0.7398
H 1.7383 0.9755 -4.9200
H 3.0755 -0.1702 -4.6013
H -0.2665 0.7924 -3.1924
H -1.8907 -0.8294 -2.2969
H -1.3315 -3.2357 -2.2405
H 0.8712 -4.0012 -3.1016
*
```

=====

# 3
ORCA calculation (ωB97M-V/def2-TZVPD) on C22H25FNOTl as an isolated structure.

## Properties
energy relative to the best compared isomer or geometry (same formula, charge and spin): 17.6 kJ/mol
LUMO: -0.982 eV
orbital gap: 6.889 eV
HOMO: -7.871 eV
DFT total energy: -34163.869 eV

Geometry as ORCA input:
```
! wB97M-V def2-TZVPD RIJCOSX def2/J DEFGRID3
* xyz 0 1
C 2.2430 0.0719 0.8706
C 2.2649 -0.6428 -0.3737
C 1.8926 0.2575 -1.4228
H 2.5003 -1.7171 -0.4989
C 1.6597 1.5580 -0.8342
C 1.8931 1.4457 0.5848
H 1.2911 2.4615 -1.3653
C -1.3293 -1.5788 1.2542
C -0.1961 -2.2870 0.7303
C -0.2897 -2.3006 -0.6918
H 0.6271 -2.7195 1.3351
C -1.4868 -1.5870 -1.0992
C -2.1228 -1.1165 0.1364
H 1.8105 0.0267 -2.5045
H 1.6660 2.2349 1.3330
H 2.4204 -0.3532 1.8832
H -3.0097 -0.4513 0.1892
H 0.4410 -2.7358 -1.4003
H -1.5185 -1.3168 2.3200
Tl -0.1087 0.1575 -0.0248
C -1.9942 -1.3441 -2.4743
C -3.4930 -1.5886 -2.4547
C -1.2853 -2.2674 -3.4579
H -3.6799 -2.6177 -2.0969
H -3.9040 -1.4769 -3.4671
H -4.0064 -0.8878 -1.7829
H -1.4904 -3.3195 -3.1813
H -0.1959 -2.1103 -3.4737
H -1.6837 -2.0969 -4.4746
C -1.6621 0.1317 -2.8315
C -2.2241 0.6537 -4.1755
H -0.5718 0.2736 -2.8617
H -2.0473 0.8249 -2.0504
O -3.1338 0.1352 -4.8234
N -1.6187 1.7901 -4.6283
C -0.4189 2.4408 -4.0820
H -1.9447 2.1091 -5.5342
C 0.8897 1.8602 -4.5495
C 2.0714 2.4880 -4.1525
H 2.0174 3.3683 -3.5057
C 3.3087 1.9911 -4.5564
H 4.2215 2.4948 -4.2368
C 3.3784 0.8520 -5.3629
H 4.3455 0.4618 -5.6799
C 2.2025 0.2138 -5.7577
H 2.2385 -0.6766 -6.3852
C 0.9553 0.7148 -5.3522
H 0.0362 0.2182 -5.6767
H -0.4586 2.4120 -2.9714
H -0.4714 3.5064 -4.3620
F -0.5778 1.0795 1.7013
*
```

=====

# 4
ORCA calculation (ωB97M-V/def2-TZVPD) on C22H25INOPr as an isolated structure.

## Properties
energy relative to the best compared isomer or geometry (same formula, charge and spin): 96.0 kJ/mol
LUMO (alpha / beta): -0.855 / -0.811 eV
orbital gap (alpha / beta): 6.836 / 6.887 eV
HOMO (alpha / beta): -7.691 / -7.699 eV
DFT total energy: -48927.024 eV

Geometry as ORCA input:
```
! wB97M-V def2-TZVPD RIJCOSX def2/J DEFGRID3
* xyz 0 3
C 2.5884 0.1519 3.7697
C 2.4590 -0.5329 2.5125
C 2.1685 0.4332 1.5132
H 2.7320 -1.5708 2.3252
C 2.0180 1.6917 2.1311
C 2.2458 1.5405 3.5345
H 1.8968 2.6359 1.5986
C -1.5109 -1.9373 3.3792
C -0.2586 -2.3797 2.7907
C -0.3452 -2.1320 1.3955
H 0.4876 -3.0028 3.3042
C -1.5913 -1.5407 1.1000
C -2.2518 -1.3109 2.3390
H 2.1575 0.2591 0.4366
H 2.2970 2.3409 4.2720
H 2.8584 -0.2933 4.7306
H -3.2562 -0.8943 2.4368
H 0.4111 -2.4109 0.6534
H -1.8424 -2.1307 4.4115
Pr 0.0216 0.0834 3.8812
C -2.2591 -1.4493 -0.2649
C -3.6461 -2.1082 -0.1276
C -1.4750 -2.2526 -1.3156
H -3.5312 -3.1625 0.1685
H -4.1630 -2.0786 -1.0918
H -4.2792 -1.6069 0.6158
H -1.3837 -3.2977 -0.9980
H -0.4827 -1.8285 -1.4859
H -2.0298 -2.2219 -2.2590
C -2.4886 0.0264 -0.7921
C -1.2985 0.6881 -1.4571
H -2.7796 0.6601 0.0594
H -3.3002 -0.0195 -1.5360
O -0.1473 0.3949 -1.1157
N -1.5019 1.6054 -2.4470
C -0.4119 2.5657 -2.7187
H -2.4403 1.8884 -2.7132
C 0.9508 1.9222 -2.7346
C 2.0225 2.5657 -2.1025
H 1.8313 3.4835 -1.5362
C 3.3180 2.0438 -2.1853
H 4.1446 2.5601 -1.6843
C 3.5645 0.8749 -2.9172
H 4.5808 0.4899 -3.0117
C 2.4906 0.2154 -3.5381
H 2.6535 -0.7240 -4.0690
C 1.2057 0.7537 -3.4736
H 0.3871 0.2328 -3.9678
H -0.4624 3.3076 -1.9152
H -0.6000 3.0948 -3.6576
I -1.7544 2.3758 3.7567
*
```

=====

# 5
ORCA calculation (ωB97M-V/def2-TZVPD) on C22H25MnN2P2 as an isolated structure.

## Properties
energy relative to the best compared isomer or geometry (same formula, charge and spin): 6.0 kJ/mol
LUMO (alpha / beta): -3.382 / -3.633 eV
orbital gap (alpha / beta): 7.005 / 7.593 eV
HOMO (alpha / beta): -10.387 / -11.226 eV
DFT total energy: -76089.598 eV

Geometry as ORCA input:
```
! wB97M-V def2-TZVPD RIJCOSX def2/J DEFGRID3
* xyz 1 2
Mn 0.0104 -0.0146 -0.0750
C 3.5626 -3.0141 2.9375
C 3.9096 -3.4022 1.6467
C 3.2493 -2.8754 0.5505
C 2.2359 -1.9540 0.7601
C 1.8827 -1.5610 2.0415
C 2.5468 -2.0911 3.1389
N 1.4921 -1.3513 -0.3114
N 1.7823 -1.6797 -1.4743
C 0.9739 -1.0133 -2.4399
C 1.2184 -1.3082 -3.7720
C 0.4532 -0.6796 -4.7460
C -0.5298 0.2214 -4.3610
C -0.7598 0.5041 -3.0120
C -0.0102 -0.1099 -2.0250
H 4.0869 -3.4336 3.7865
H 4.7025 -4.1223 1.4931
H 3.5087 -3.1680 -0.4571
H 1.0855 -0.8371 2.1908
H 2.2737 -1.7865 4.1410
H 1.9964 -2.0183 -4.0273
H 0.6213 -0.8898 -5.7940
H -1.1282 0.7132 -5.1186
H -1.5384 1.2152 -2.7523
C 1.8912 2.5796 1.6043
P 0.2651 2.0169 1.0271
C -0.4666 3.4980 0.2678
C -0.7235 1.7391 2.5456
C -0.5786 2.5865 3.6460
C -1.3469 2.4106 4.7830
C -2.2727 1.3755 4.8423
C -2.4252 0.5220 3.7643
C -1.6633 0.6883 2.6057
P -1.9141 -0.4182 1.1660
C -2.2555 -2.0566 1.8679
C -3.5093 0.0983 0.4628
H 1.8244 3.5272 2.1386
H 2.5394 2.7106 0.7387
H 2.3355 1.8258 2.2533
H -0.5098 4.3064 0.9977
H -1.4744 3.2872 -0.0883
H 0.1409 3.8053 -0.5831
H 0.1390 3.3985 3.6186
H -1.2269 3.0808 5.6247
H -2.8762 1.2367 5.7302
H -3.1514 -0.2802 3.8292
H -3.1727 -2.0605 2.4567
H -1.4206 -2.3740 2.4916
H -2.3615 -2.7683 1.0500
H -4.2746 0.0988 1.2391
H -3.7942 -0.5911 -0.3314
H -3.4340 1.0988 0.0381
*
```